99
Properties=species:S:1:pos:R:3:forces:R:3 method="wB97M-V/def2-TZVPD" energy_ev=-214531.96176 mol_weight_g_mol=1245.45 charge=+2
Rh 0.415 -0.332 0.290 -0.7 0.6 -0.2
C -2.027 2.596 0.171 0.0 0.0 0.0
C -0.610 3.090 0.347 0.1 -0.2 0.2
As 0.615 1.963 -0.721 -0.6 0.2 0.3
C -0.143 2.306 -2.461 0.0 -0.6 0.0
C -1.032 1.373 -2.983 0.1 0.0 0.0
C -1.663 1.623 -4.191 0.0 0.0 0.0
C -1.385 2.797 -4.878 0.0 0.1 -0.1
C -0.484 3.719 -4.363 -0.1 0.0 0.0
C 0.140 3.479 -3.148 0.0 0.0 0.2
C 2.255 2.984 -0.704 0.3 -0.5 0.0
C 3.132 2.901 -1.790 -0.2 0.1 -0.1
C 4.349 3.563 -1.745 0.0 0.0 0.0
C 4.693 4.311 -0.626 0.0 0.0 0.0
C 3.815 4.409 0.444 0.0 0.0 0.0
C 2.605 3.734 0.414 -0.2 -0.1 0.1
As -2.182 0.706 0.689 0.2 0.5 -0.2
C -3.893 0.222 -0.100 0.3 -0.3 0.0
C -5.057 0.246 0.665 0.1 0.1 0.0
C -6.275 -0.037 0.066 -0.1 0.0 0.0
C -6.338 -0.358 -1.282 0.0 0.0 0.0
C -5.177 -0.386 -2.042 0.0 0.0 0.0
C -3.957 -0.106 -1.451 0.2 0.1 0.0
C -2.612 0.747 2.576 0.1 -0.4 0.0
C -2.583 1.888 3.365 0.0 0.1 -0.2
C -2.890 1.801 4.716 0.0 0.0 0.0
C -3.202 0.575 5.284 0.0 0.1 0.0
C -3.242 -0.569 4.493 0.0 0.0 0.0
C -2.948 -0.483 3.145 0.0 0.0 -0.2
H -2.332 2.672 -0.874 -0.1 -0.1 0.0
H -2.737 3.173 0.765 0.0 0.0 0.0
H -0.304 3.061 1.397 0.0 0.0 0.0
H -0.502 4.117 -0.008 0.1 0.0 -0.1
H -1.197 0.451 -2.436 0.0 0.0 -0.1
H -2.361 0.906 -4.603 0.0 0.0 0.0
H -1.870 2.995 -5.824 0.0 0.0 0.0
H -0.269 4.628 -4.908 0.0 0.0 0.0
H 0.837 4.198 -2.734 0.0 0.0 -0.1
H 2.843 2.338 -2.668 0.1 0.0 0.0
H 5.025 3.499 -2.587 0.0 0.0 0.0
H 5.645 4.825 -0.590 0.0 0.0 0.0
H 4.072 5.010 1.305 0.0 0.0 0.0
H 1.930 3.809 1.258 0.1 0.0 0.0
H -5.022 0.497 1.716 0.0 0.0 0.0
H -7.178 -0.004 0.661 0.0 0.0 0.0
H -7.290 -0.590 -1.740 0.0 0.0 0.0
H -5.222 -0.633 -3.095 0.0 0.0 0.0
H -3.051 -0.147 -2.042 -0.2 0.1 0.0
H -2.335 2.855 2.940 0.0 0.0 0.0
H -2.896 2.700 5.319 0.0 0.0 0.0
H -3.414 0.513 6.343 -0.1 0.0 0.0
H -3.513 -1.521 4.930 0.0 0.0 0.0
H -2.982 -1.365 2.511 0.0 -0.1 0.1
N 0.241 -3.715 4.475 -0.1 -0.1 0.1
C 0.210 -2.415 4.138 -0.1 0.6 -0.3
C 0.012 -2.000 2.797 0.0 -0.3 0.2
N 0.060 -0.721 2.485 0.6 0.5 -0.7
C 0.254 0.194 3.444 0.1 0.1 0.3
C 0.370 -0.222 4.759 -0.1 0.0 -0.3
N 0.356 -1.501 5.095 0.1 -0.3 0.3
H 0.225 -4.436 3.778 0.0 0.0 0.0
H 0.431 -3.961 5.432 0.0 0.0 0.0
H -0.154 -2.715 2.006 0.0 0.0 -0.1
H 0.300 1.235 3.163 0.0 0.0 0.0
H 0.484 0.494 5.564 0.0 0.0 0.0
I 5.532 -2.651 2.347 -0.2 0.2 -0.1
C 4.369 -1.220 1.407 0.1 -0.2 0.3
C 4.588 -0.644 0.173 -0.1 0.0 0.1
N 3.545 0.160 -0.067 0.3 -0.3 0.0
N 2.656 0.157 0.945 -0.8 -0.4 -0.2
C 3.158 -0.690 1.847 0.4 0.1 0.1
H 5.403 -0.763 -0.522 0.0 0.1 0.0
H 3.404 0.768 -0.859 0.0 0.1 -0.1
H 2.667 -0.875 2.788 -0.1 -0.1 -0.1
O 0.572 -4.002 -1.137 0.0 0.1 -0.4
S 1.481 -2.919 -0.908 0.0 -0.3 0.2
O 1.760 -2.627 0.484 0.0 -0.2 0.0
N 0.973 -1.474 -1.568 -0.1 1.0 1.1
C 1.987 -0.913 -2.293 0.3 0.1 -0.5
O 2.048 0.273 -2.591 -0.1 -0.3 0.0
C 3.070 -1.887 -2.603 0.0 -0.1 -0.1
C 4.134 -1.702 -3.467 0.0 0.0 0.0
C 5.100 -2.699 -3.537 0.0 0.1 0.0
C 4.991 -3.854 -2.770 -0.1 -0.1 0.0
C 3.903 -4.059 -1.928 -0.1 -0.2 0.1
C 2.964 -3.053 -1.857 -0.3 0.4 -0.2
H 4.189 -0.810 -4.077 0.1 0.0 0.0
H 5.946 -2.575 -4.199 0.0 0.0 0.0
H 5.756 -4.616 -2.836 0.0 0.0 0.0
H 3.797 -4.972 -1.359 0.0 0.0 0.0
N -2.077 -2.548 -2.013 0.5 -0.2 0.0
C -1.914 -2.789 -0.708 -0.5 0.1 0.5
O -1.410 -1.970 0.082 0.2 -0.5 -0.2
C -2.530 -4.050 -0.169 -0.1 0.1 -0.1
I -4.627 -3.693 0.136 0.2 -0.1 0.0
H -1.511 -1.820 -2.420 0.0 0.0 0.0
H -2.379 -3.292 -2.621 0.0 0.0 0.0
H -2.112 -4.291 0.801 0.1 0.0 0.0
H -2.421 -4.890 -0.847 -0.1 0.0 0.0

=====

46
Properties=species:S:1:pos:R:3:forces:R:3 method="wB97M-V/def2-TZVPD" energy_ev=-52316.94775 mol_weight_g_mol=415.54 charge=0
C 1.092 0.134 6.638 0.0 0.2 0.2
C 1.121 -0.913 5.595 0.2 -0.8 0.4
N 0.882 -0.718 4.356 -0.2 1.0 -0.3
C 0.974 -1.861 3.623 0.2 -1.1 0.3
C 0.776 -2.007 2.256 0.0 -0.4 -0.2
C 0.908 -3.270 1.649 0.0 0.7 0.8
C 1.244 -4.395 2.409 0.0 0.0 0.0
C 1.446 -4.270 3.764 0.0 -0.1 0.0
C 1.311 -3.019 4.358 -0.1 0.4 -0.1
S 1.506 -2.589 6.029 -0.1 0.4 -0.3
H 1.705 -5.126 4.366 0.0 -0.1 0.0
H 1.339 -5.347 1.913 0.0 -0.1 -0.1
N 0.681 -3.270 0.305 -0.1 -0.3 -0.9
C 0.382 -2.105 -0.147 0.1 0.5 1.1
N 0.143 -1.948 -1.482 0.0 -0.5 -0.7
C -0.253 -0.935 -2.336 0.0 -0.2 0.3
O -0.318 -1.205 -3.513 0.0 0.1 -0.2
C -0.543 0.427 -1.754 0.0 0.2 -0.2
C -1.900 0.983 -2.141 -0.1 -0.2 0.1
C -2.531 0.697 -3.343 0.0 -0.1 -0.1
C -3.755 1.273 -3.643 -0.1 0.1 0.0
C -4.356 2.145 -2.753 -0.1 0.0 0.0
C -3.730 2.436 -1.553 0.0 0.1 0.1
C -2.512 1.857 -1.249 0.0 0.0 0.0
H -2.028 2.088 -0.310 0.1 0.0 0.1
H -4.192 3.114 -0.850 0.0 0.0 0.1
H -5.309 2.594 -2.991 -0.1 0.0 0.0
H -4.237 1.038 -4.580 0.0 0.0 -0.1
H -2.078 0.013 -4.042 0.0 0.0 0.0
C 0.551 1.374 -2.218 0.2 0.0 0.2
C 0.696 1.681 -3.564 0.0 0.0 0.0
C 1.691 2.549 -3.976 0.0 0.0 -0.1
C 2.547 3.120 -3.048 0.1 0.1 0.1
C 2.406 2.814 -1.706 0.1 0.1 0.0
C 1.413 1.943 -1.292 -0.1 0.0 0.0
H 1.310 1.707 -0.242 0.0 0.0 0.1
H 3.071 3.253 -0.977 0.1 0.0 0.1
H 3.322 3.799 -3.371 0.1 0.1 0.0
H 1.798 2.782 -5.025 0.0 0.0 -0.1
H 0.036 1.231 -4.288 -0.1 0.0 -0.1
H -0.511 0.380 -0.666 -0.1 0.1 -0.2
H 0.297 -2.821 -1.982 0.0 0.2 0.1
S 0.353 -0.814 1.073 0.1 -0.4 -0.1
H 0.329 -0.096 7.380 0.0 0.0 0.1
H 0.873 1.094 6.178 0.0 0.0 0.0
H 2.053 0.184 7.149 0.0 0.1 0.1

=====

28
Properties=species:S:1:pos:R:3:forces:R:3 method="wB97M-V/def2-TZVPD" energy_ev=-14498.33071 mol_weight_g_mol=161.23 charge=+1
C 0.198 -1.075 -1.158 2.6 2.3 5.2
C -0.573 -2.088 -1.713 -5.3 -1.6 -3.0
C -0.519 -1.781 1.146 -0.4 -3.8 3.6
N -0.270 -0.850 0.285 0.4 1.4 -1.4
N 0.060 -3.116 1.183 0.8 5.4 -5.3
N -1.373 -1.580 2.203 0.7 2.7 -1.1
H 1.274 -1.236 -0.910 -0.4 -0.1 -1.5
H -0.013 -0.086 -1.546 0.6 -0.3 -0.6
H -1.665 -1.655 -2.025 2.6 -1.2 0.5
H -0.801 -3.006 -1.222 -0.3 -0.2 1.6
H -0.160 0.180 0.569 -1.0 -2.0 0.7
H -0.249 -3.795 1.760 -1.7 -2.2 2.3
H 0.271 -3.439 0.216 0.1 0.1 1.5
H -1.535 -0.589 2.450 0.0 -0.7 -0.5
H -1.457 -2.154 3.008 0.5 -0.9 0.3
H -0.127 -2.595 -2.510 0.7 0.1 -2.2
C -0.360 2.487 -0.181 -0.9 0.4 -3.2
C 0.453 2.378 -1.551 -1.7 -2.4 0.6
C 0.482 2.139 0.965 1.2 -3.2 3.6
O 0.037 1.278 1.830 1.6 2.8 -2.4
N 1.818 2.554 1.013 -1.9 -2.6 2.5
H -0.687 3.530 -0.024 -0.1 -0.3 -0.2
H -1.301 1.839 -0.330 1.5 1.0 1.0
H 1.471 2.296 -1.406 2.2 -0.5 0.7
H 0.408 3.101 -2.260 -0.8 3.2 -1.4
H 2.404 2.327 1.864 -1.4 0.3 -1.4
H 2.031 3.394 0.598 0.7 2.2 -1.3
H 0.182 1.543 -2.256 -0.1 0.3 1.3

=====

14
Properties=species:S:1:pos:R:3:forces:R:3 method="wB97M-V/def2-TZVPD" energy_ev=-17077.60785 mol_weight_g_mol=109.06 charge=0
C 0.978 -0.412 -1.278 1.5 -2.3 -3.2
C -0.311 -0.392 -0.572 -1.2 -3.3 4.8
N -1.501 0.252 -1.047 -1.4 -0.7 0.6
O -0.854 0.398 2.050 -1.7 -0.1 -0.3
O 1.468 -0.541 1.687 1.6 -1.6 0.5
P 0.385 0.201 1.090 -0.7 2.6 -0.2
H 1.458 0.522 -1.205 0.2 1.8 -0.7
H 0.959 -0.806 -2.377 -0.1 1.0 1.8
H 1.807 -0.980 -0.788 -1.3 -0.3 0.0
H -0.712 -1.554 -0.145 1.4 3.1 -1.6
H -2.290 0.118 -0.361 1.3 -0.3 -1.0
H -1.445 1.240 -1.080 0.6 1.2 -0.4
H -0.738 0.333 2.993 0.4 -0.1 0.4
H 0.795 1.622 1.034 -0.4 -1.0 -0.8